{"formula": "C24H47ClI2NO6", "method": "ωB97M-V/def2-TZVPD", "molar_mass_g_mol": 734.90, "e_homo_ev": -11.21, "energy_ev": -68142.4956, "gap_ev": 8.77, "total_charge": 1, "elements": ["C", "C", "I", "C", "I", "N", "C", "C", "C", "Cl", "H", "H", "H", "H", "H", "H", "H", "H", "H", "H", "H", "C", "C", "O", "C", "H", "H", "H", "H", "H", "H", "C", "C", "O", "C", "H", "H", "H", "H", "H", "H", "C", "C", "O", "C", "H", "H", "H", "H", "H", "H", "C", "C", "O", "C", "H", "H", "H", "H", "H", "H", "C", "C", "O", "C", "H", "H", "H", "H", "H", "H", "C", "C", "O", "C", "H", "H", "H", "H", "H", "H"], "coordinates": [[3.621, 0.299, -0.915], [3.654, 1.710, -1.388], [5.478, 2.639, -1.367], [2.536, 2.330, -1.807], [2.363, 4.231, -2.536], [1.304, 1.491, -1.749], [-0.058, 2.137, -1.694], [-1.074, 1.229, -1.026], [-1.097, -0.218, -1.492], [-1.684, -0.382, -3.162], [3.214, -0.348, -1.699], [4.597, -0.051, -0.606], [2.973, 0.240, -0.030], [1.325, 0.837, -2.536], [1.405, 0.923, -0.902], [0.069, 3.066, -1.144], [-0.334, 2.381, -2.718], [-2.051, 1.678, -1.224], [-0.928, 1.249, 0.058], [-1.747, -0.818, -0.857], [-0.115, -0.698, -1.480], [3.641, 2.258, 4.063], [3.113, 2.251, 2.664], [3.045, 1.240, 1.992], [2.644, 3.572, 2.095], [3.944, 1.256, 4.356], [4.491, 2.937, 4.133], [2.881, 2.640, 4.745], [3.455, 4.301, 2.088], [1.831, 3.979, 2.697], [2.309, 3.392, 1.071], [2.375, 5.714, 8.145], [1.868, 5.104, 6.864], [2.623, 4.684, 6.017], [0.370, 5.047, 6.694], [3.462, 5.703, 8.157], [2.016, 6.740, 8.239], [1.990, 5.158, 9.001], [-0.051, 6.052, 6.744], [-0.077, 4.471, 7.507], [0.119, 4.591, 5.740], [-3.389, 5.794, -4.733], [-2.895, 4.635, -3.911], [-2.332, 4.797, -2.851], [-3.119, 3.253, -4.475], [-3.167, 6.730, -4.228], [-2.917, 5.782, -5.717], [-4.465, 5.707, -4.892], [-2.621, 3.145, -5.440], [-4.182, 3.066, -4.634], [-2.725, 2.516, -3.778], [-5.705, -5.110, -2.527], [-4.641, -4.255, -1.892], [-4.285, -4.421, -0.748], [-4.009, -3.188, -2.761], [-6.072, -5.839, -1.810], [-6.531, -4.485, -2.871], [-5.301, -5.621, -3.402], [-4.762, -2.478, -3.108], [-3.548, -3.635, -3.643], [-3.253, -2.665, -2.182], [3.542, -4.113, -0.625], [2.438, -3.343, -1.301], [2.579, -2.835, -2.392], [1.144, -3.231, -0.537], [4.421, -4.139, -1.263], [3.790, -3.649, 0.331], [3.207, -5.129, -0.410], [1.313, -2.736, 0.422], [0.763, -4.225, -0.312], [0.412, -2.680, -1.127], [-1.728, -6.046, 0.304], [-0.702, -7.138, 0.475], [0.476, -6.885, 0.594], [-1.211, -8.557, 0.478], [-1.239, -5.076, 0.329], [-2.268, -6.162, -0.635], [-2.473, -6.094, 1.099], [-1.731, -8.767, -0.457], [-1.932, -8.692, 1.286], [-0.383, -9.249, 0.603]], "forces_ev_per_angstrom": [[-0.47, -0.31, 0.15], [-0.71, 0.50, -0.29], [0.27, 0.24, 0.00], [0.58, -0.41, 0.29], [-0.09, 0.29, -0.17], [-0.01, -0.08, 0.15], [0.15, 0.27, -0.24], [-0.14, -0.01, 0.04], [0.16, -0.13, 0.15], [0.04, 0.17, -0.24], [0.24, -0.20, 0.04], [0.06, -0.11, -0.08], [0.18, -0.10, 0.02], [-0.04, -0.12, -0.02], [0.02, -0.10, 0.00], [-0.16, -0.01, -0.01], [0.01, 0.04, 0.03], [0.04, -0.01, 0.13], [0.04, -0.07, -0.02], [-0.02, 0.09, -0.03], [-0.09, 0.10, 0.11], [0.07, -0.21, -0.02], [-0.08, 0.18, -0.07], [-0.09, -0.04, -0.03], [0.02, -0.25, -0.21], [0.00, 0.00, -0.01], [-0.02, 0.06, 0.04], [0.02, 0.09, 0.01], [-0.01, 0.02, 0.08], [0.03, 0.04, 0.05], [-0.02, 0.16, 0.07], [0.05, -0.02, -0.05], [-0.05, 0.07, 0.12], [-0.03, -0.05, -0.11], [0.05, -0.03, -0.06], [0.01, 0.00, 0.01], [-0.02, 0.01, 0.01], [-0.02, 0.00, 0.01], [0.00, 0.01, 0.02], [-0.01, 0.01, 0.02], [-0.01, 0.00, 0.00], [0.00, 0.03, 0.07], [-0.03, 0.04, -0.15], [0.13, -0.13, 0.10], [0.07, -0.07, 0.14], [0.00, 0.01, 0.00], [-0.01, -0.02, -0.02], [-0.01, -0.01, -0.02], [-0.02, 0.05, -0.03], [-0.02, 0.04, -0.03], [-0.03, -0.06, -0.05], [-0.04, 0.00, 0.05], [0.09, 0.00, -0.12], [0.00, 0.05, 0.00], [-0.05, -0.08, 0.16], [-0.01, -0.01, 0.00], [-0.01, 0.01, -0.03], [0.00, 0.01, -0.02], [-0.02, -0.02, -0.02], [-0.03, -0.02, -0.01], [0.03, 0.03, -0.01], [0.02, 0.00, -0.15], [0.08, -0.10, 0.17], [-0.05, 0.24, 0.00], [-0.04, 0.08, -0.08], [0.01, 0.00, 0.01], [-0.02, 0.00, 0.03], [-0.03, -0.02, 0.04], [0.01, 0.01, 0.02], [-0.01, -0.12, 0.05], [0.02, -0.11, 0.03], [0.10, -0.06, 0.10], [-0.07, 0.04, -0.06], [0.07, 0.10, -0.04], [0.06, 0.00, 0.03], [-0.05, 0.04, -0.01], [-0.02, -0.03, -0.03], [-0.04, -0.01, -0.01], [-0.02, 0.01, -0.01], [-0.03, 0.00, 0.00], [0.00, -0.01, 0.00]]}



{"formula": "C10H14BF5N6OReTe", "method": "ωB97M-V/def2-TZVPD", "s2": 3.779, "molar_mass_g_mol": 653.87, "spin_multiplicity": 4, "relative_energy_kcal_mol": 13.9, "e_homo_ev": [-16.77, -17.06], "energy_ev": -45253.3411, "gap_ev": [6.44, 6.63], "total_charge": 2, "elements": ["H", "N", "B", "N", "C", "Re", "H", "C", "H", "C", "H", "C", "H", "H", "H", "N", "N", "N", "N", "C", "C", "H", "H", "C", "C", "C", "C", "H", "H", "H", "H", "H", "F", "Te", "F", "F", "F", "F", "O"], "coordinates": [[-1.126, -0.661, 2.950], [0.127, -0.984, 1.265], [1.658, -2.063, -0.446], [0.959, -2.073, 0.905], [1.050, -2.913, 1.939], [-0.011, 0.611, 0.108], [1.687, -3.785, 1.861], [0.245, -2.445, 2.967], [0.134, -2.912, 3.934], [-0.362, -1.286, 2.519], [2.262, -3.076, -0.666], [-0.973, 4.206, -0.768], [-1.631, 4.990, -0.361], [-1.474, 3.734, -1.611], [-0.058, 4.696, -1.096], [2.498, -0.770, -0.411], [0.562, -1.781, -1.493], [1.904, 0.497, -0.126], [-0.387, -0.736, -1.317], [3.807, -0.608, -0.587], [0.358, -2.336, -2.689], [4.408, -1.470, -0.793], [1.007, -3.147, -3.004], [4.123, 0.744, -0.454], [-0.726, -1.716, -3.297], [2.937, 1.427, -0.181], [-1.202, -0.753, -2.419], [5.089, 1.165, -0.542], [-1.115, -1.951, -4.275], [2.691, 2.461, -0.012], [-2.055, -0.089, -2.436], [-0.739, 3.422, 0.009], [-3.084, 1.033, 3.291], [-3.762, 1.407, 1.468], [-5.443, 0.921, 2.145], [-3.533, -0.530, 1.093], [-4.686, 1.590, -0.274], [-4.209, 3.272, 1.973], [-0.929, 1.910, 0.830]], "forces_ev_per_angstrom": [[0.03, 0.13, 0.29], [0.56, -2.24, 0.64], [-0.43, 0.32, 0.03], [-0.59, 0.69, 0.82], [-0.19, 0.67, -0.68], [-2.60, 0.61, 2.29], [-0.16, 0.06, 0.09], [-0.51, 0.19, 0.57], [-0.20, 0.07, -0.10], [0.66, -0.10, -0.52], [-0.01, 0.45, 0.00], [0.22, -0.24, 0.83], [0.19, -0.44, -0.03], [-0.03, 0.00, -0.16], [0.02, -0.05, -0.11], [0.22, 1.07, 0.48], [-0.95, 0.70, -0.12], [3.45, -0.03, -0.83], [-0.19, -1.09, -1.54], [-1.24, 0.88, 0.25], [-0.11, 0.51, 0.76], [0.31, -0.17, -0.13], [-0.22, 0.15, -0.08], [-0.99, 0.73, 0.29], [-0.76, 0.26, -0.39], [0.07, -1.77, -0.23], [1.07, -0.46, 0.22], [0.63, 0.37, -0.06], [-0.12, -0.01, 0.11], [0.30, 0.17, 0.00], [0.05, -0.04, -0.33], [-0.34, 2.11, -1.27], [-0.05, 0.38, -1.92], [-4.43, -0.11, 1.79], [1.59, 0.46, -0.61], [0.60, 1.64, 0.00], [1.44, -0.11, 1.48], [0.91, -2.05, -0.73], [1.81, -3.72, -1.11]]}



{"formula": "C41H43N3O3S", "method": "ωB97M-V/def2-TZVPD", "molar_mass_g_mol": 657.88, "e_homo_ev": -6.09, "energy_ev": -64657.5427, "gap_ev": 3.74, "elements": ["C", "N", "C", "C", "C", "C", "C", "C", "C", "C", "C", "C", "C", "C", "N", "C", "C", "C", "C", "C", "C", "C", "C", "N", "C", "C", "C", "C", "C", "C", "H", "H", "H", "H", "H", "H", "H", "H", "H", "H", "H", "H", "H", "H", "H", "H", "H", "H", "H", "H", "H", "H", "H", "H", "H", "H", "H", "H", "H", "H", "H", "H", "C", "C", "C", "C", "S", "C", "C", "O", "C", "C", "C", "C", "C", "C", "O", "O", "C", "C", "H", "H", "H", "H", "H", "H", "H", "H", "H", "H", "H"], "coordinates": [[-6.987, -2.570, 2.621], [-6.506, -1.476, 1.807], [-7.527, -0.853, 0.989], [-5.186, -1.131, 1.735], [-4.798, 0.182, 1.319], [-3.466, 0.546, 1.314], [-2.434, -0.420, 1.437], [-1.073, -0.021, 1.308], [-0.019, -0.892, 1.469], [1.325, -0.507, 1.619], [2.362, -1.524, 1.634], [2.160, -2.737, 0.947], [3.141, -3.709, 0.917], [4.310, -3.588, 1.707], [5.280, -4.593, 1.710], [6.543, -4.478, 1.014], [5.187, -5.787, 2.521], [4.474, -2.406, 2.476], [3.573, -1.360, 2.356], [1.725, 0.894, 1.711], [1.035, 1.843, 2.489], [1.523, 3.136, 2.630], [2.563, 3.613, 1.791], [2.972, 4.952, 1.825], [4.114, 5.438, 2.575], [2.339, 6.011, 1.069], [3.182, 2.685, 0.914], [2.851, 1.343, 0.977], [-2.831, -1.748, 1.750], [-4.147, -2.059, 2.047], [-6.252, -2.840, 3.381], [-7.914, -2.267, 3.125], [-7.221, -3.464, 2.023], [-7.106, -0.059, 0.370], [-8.010, -1.598, 0.338], [-8.312, -0.415, 1.630], [-5.558, 0.918, 1.044], [-3.169, 1.588, 1.197], [-0.890, 1.029, 1.084], [-0.226, -1.960, 1.436], [1.236, -2.868, 0.386], [3.018, -4.578, 0.273], [6.591, -3.535, 0.462], [7.381, -4.532, 1.727], [6.664, -5.319, 0.311], [4.253, -5.788, 3.091], [5.234, -6.685, 1.884], [6.042, -5.835, 3.217], [5.327, -2.318, 3.149], [3.784, -0.409, 2.849], [0.134, 1.536, 3.020], [1.100, 3.811, 3.381], [4.581, 4.626, 3.140], [4.854, 5.890, 1.894], [3.789, 6.234, 3.267], [1.478, 5.636, 0.508], [2.023, 6.817, 1.752], [3.065, 6.454, 0.364], [3.948, 3.027, 0.214], [3.437, 0.615, 0.411], [-2.082, -2.540, 1.780], [-4.391, -3.042, 2.465], [1.705, 4.635, -2.229], [0.325, 4.460, -2.110], [-0.308, 3.356, -2.683], [0.445, 2.399, -3.372], [-0.409, 1.001, -4.125], [-0.474, -0.213, -2.898], [-1.489, -1.197, -2.610], [-1.530, -1.818, -1.521], [-2.533, -1.437, -3.677], [-2.182, -1.550, -5.024], [-3.169, -1.572, -6.016], [-4.530, -1.544, -5.671], [-4.872, -1.588, -4.302], [-3.869, -1.609, -3.312], [-1.746, 1.496, -4.386], [0.440, 0.599, -5.231], [1.831, 2.563, -3.492], [2.449, 3.671, -2.909], [2.193, 5.516, -1.806], [-0.275, 5.200, -1.589], [-1.389, 3.239, -2.617], [0.297, -0.038, -2.158], [-1.133, -1.672, -5.303], [-2.873, -1.587, -7.063], [-5.314, -1.541, -6.445], [-5.919, -1.594, -4.002], [-4.105, -1.716, -2.248], [2.417, 1.834, -4.051], [3.524, 3.793, -3.002]], "forces_ev_per_angstrom": [[0.04, -0.40, -0.05], [0.37, 0.09, 0.06], [-0.32, 0.40, 0.13], [0.03, 0.23, -0.27], [0.29, 0.14, 0.09], [-0.28, -0.30, -0.37], [0.18, 0.15, -0.02], [-1.34, -0.06, 0.00], [1.72, -0.29, 0.04], [-1.22, -0.01, -0.53], [0.75, -0.70, 0.19], [-0.12, 0.36, 0.02], [0.49, -0.15, 0.42], [-0.74, 0.83, 0.04], [0.45, -0.54, -0.04], [-0.10, 0.19, 0.12], [-0.18, 0.11, -0.11], [0.03, -0.40, -0.60], [-0.55, 0.15, -0.03], [0.42, 0.96, -0.06], [0.16, -0.32, 0.11], [0.32, 0.46, -0.60], [-0.26, -1.02, -0.08], [0.19, 0.70, 0.21], [-0.10, -0.25, -0.15], [-0.09, -0.16, 0.03], [-0.14, 0.36, 0.64], [-0.27, -0.41, -0.08], [-0.49, -0.06, 0.44], [0.43, -0.04, -0.07], [-0.17, 0.07, -0.07], [0.21, 0.03, -0.06], [0.11, 0.16, 0.07], [-0.15, -0.30, 0.05], [0.23, 0.15, 0.14], [0.23, -0.09, -0.21], [0.36, -0.22, 0.40], [-0.22, -0.20, -0.27], [0.01, -0.16, 0.08], [0.04, 0.36, 0.22], [0.32, -0.03, -0.08], [0.06, 0.09, 0.26], [0.04, -0.20, 0.08], [-0.02, 0.13, -0.16], [0.00, 0.22, 0.02], [0.20, -0.08, -0.11], [-0.10, 0.04, 0.20], [-0.24, -0.04, 0.00], [-0.09, 0.00, -0.34], [-0.20, -0.36, 0.02], [0.40, 0.04, 0.18], [0.00, -0.15, -0.45], [-0.06, 0.19, -0.08], [0.01, -0.15, 0.19], [0.15, -0.22, 0.00], [0.16, 0.09, 0.15], [-0.11, -0.10, -0.20], [-0.23, -0.06, 0.02], [-0.18, -0.06, 0.35], [-0.32, 0.26, 0.00], [-0.30, 0.22, 0.18], [0.11, 0.36, -0.55], [-0.13, -0.33, -0.08], [0.03, -0.05, -0.16], [0.19, -0.09, 0.01], [0.37, 0.26, 0.41], [-0.42, -0.81, 0.52], [-0.55, -0.30, 0.46], [1.09, 1.26, -0.33], [-0.13, -0.06, -0.07], [0.03, -0.69, 0.07], [-0.27, 0.00, -0.30], [-0.33, -0.05, 0.31], [0.29, -0.07, 0.61], [0.53, -0.15, -0.11], [-0.44, 0.50, -0.53], [0.04, 0.11, -0.52], [-0.10, 0.34, -0.11], [-0.30, -0.06, 0.13], [-0.09, 0.06, -0.04], [-0.15, -0.31, -0.13], [0.05, -0.02, -0.04], [0.28, -0.05, -0.05], [0.07, -0.22, 0.09], [-0.28, 0.47, 0.10], [-0.05, -0.10, 0.18], [0.48, 0.07, 0.46], [0.19, -0.13, -0.09], [0.00, 0.26, -0.36], [-0.23, 0.14, 0.13], [-0.08, -0.01, -0.05]]}



{"formula": "C2H8FN2", "method": "ωB97M-V/def2-TZVPD", "s2": 2.008, "molar_mass_g_mol": 79.10, "spin_multiplicity": 3, "e_homo_ev": [-10.24, -17.42], "energy_ev": -7886.9442, "gap_ev": [6.65, 10.65], "total_charge": 1, "elements": ["C", "C", "N", "N", "F", "H", "H", "H", "H", "H", "H", "H", "H"], "coordinates": [[-1.003, 0.156, -0.917], [0.241, 0.416, -0.081], [1.283, -0.423, -0.534], [0.070, 0.204, 1.417], [0.873, -1.772, -0.228], [-1.482, -0.776, -0.398], [-0.781, -0.049, -1.870], [-1.697, 0.916, -0.834], [0.836, 1.392, -0.184], [1.470, -0.441, -1.534], [-0.468, -0.639, 1.568], [-0.241, 1.068, 1.773], [0.900, -0.052, 1.823]], "forces_ev_per_angstrom": [[-0.62, -2.15, 5.40], [3.49, 2.29, -1.04], [1.20, 8.38, -3.43], [-1.54, -0.90, -2.63], [-2.42, -10.67, 3.06], [0.76, 1.40, -1.35], [0.86, -0.79, -3.58], [-1.35, 1.81, 0.04], [-2.09, -0.15, 0.53], [0.73, 0.15, 0.23], [-1.20, -0.07, 0.31], [-1.09, 1.02, 1.19], [3.26, -0.32, 1.26]]}



{"formula": "C7H8BrClSi", "method": "ωB97M-V/def2-TZVPD", "molar_mass_g_mol": 235.58, "relative_energy_kcal_mol": 114.0, "e_homo_ev": [-8.95, -6.71], "energy_ev": -97828.6836, "gap_ev": [6.77, 2.97], "elements": ["C", "C", "C", "C", "C", "C", "C", "Si", "Cl", "Br", "H", "H", "H", "H", "H", "H", "H", "H"], "coordinates": [[0.846, 1.888, -1.003], [0.131, 2.004, 0.206], [0.736, 0.674, -1.693], [-0.576, 0.909, 0.691], [-0.203, -0.297, -1.430], [-0.790, -0.236, -0.146], [-0.355, -3.233, 0.620], [-1.567, -1.740, 0.679], [3.549, -2.542, -0.617], [-2.703, -1.474, 2.530], [1.437, 2.705, -1.232], [0.368, 2.791, 0.816], [1.181, 0.597, -2.755], [-1.021, 1.024, 1.607], [-0.399, -1.224, -1.987], [-0.778, -3.863, -0.189], [0.621, -2.889, 0.076], [-0.377, -3.724, 1.587]], "forces_ev_per_angstrom": [[-2.01, -2.31, 1.89], [0.81, -2.80, -1.71], [0.38, 1.08, -4.30], [0.30, -0.21, -3.27], [-0.17, -0.90, 2.43], [-0.59, 0.56, 1.34], [-0.53, 1.27, -2.25], [2.00, -0.01, -0.59], [-0.50, 0.03, 0.07], [0.08, 0.08, -0.14], [1.33, 1.11, -1.08], [0.02, 2.10, 1.47], [-0.20, 0.17, 1.98], [-1.06, -0.18, 2.24], [0.52, 0.80, -0.30], [0.06, -0.27, 0.67], [-0.99, -0.32, 1.65], [0.55, -0.20, -0.11]]}